This record from OMol25 describes C41H78F6HfN3O13S2 as an isolated structure at a distorted geometry. The level of theory is ωB97M-V/def2-TZVPD.

Calculated values
- E_HOMO: -9.37 eV
- E_tot: -114136.765 eV
- Net charge: +1
- Kohn-Sham gap: 5.06 eV
- Energy above the lowest of the compared OMol25 structures with the same formula, charge and spin: 0.466 eV

CARTESIAN COORDINATES (ANGSTROEM)
Hf (42.980, -0.762, 0.638)
C (45.641, -1.618, -2.805)
C (44.504, -1.182, -3.796)
C (44.952, -2.041, -5.032)
C (43.724, -2.136, -5.979)
C (42.481, -2.596, -5.189)
C (42.010, -1.739, -4.030)
N (43.171, -1.504, -3.180)
O (42.929, -0.972, -1.842)
C (40.966, -2.469, -3.269)
C (41.329, -0.486, -4.617)
C (44.717, 0.285, -4.134)
H (46.605, -1.207, -3.106)
H (45.695, -2.696, -2.655)
H (45.493, -1.157, -1.829)
H (45.081, -3.065, -4.681)
H (45.784, -1.541, -5.528)
H (44.008, -2.788, -6.805)
H (43.447, -1.226, -6.512)
H (42.495, -3.642, -4.884)
H (41.603, -2.585, -5.835)
H (40.566, -1.778, -2.527)
H (41.433, -3.250, -2.668)
H (40.205, -2.807, -3.972)
H (40.292, -0.689, -4.886)
H (41.846, -0.207, -5.535)
H (41.374, 0.378, -3.955)
H (44.167, 0.680, -4.988)
H (45.790, 0.298, -4.325)
H (44.439, 0.894, -3.273)
C (44.794, 1.943, 3.680)
C (45.379, 0.560, 4.154)
C (45.636, 0.934, 5.726)
C (45.938, -0.360, 6.565)
C (44.845, -1.372, 6.255)
C (44.873, -1.886, 4.834)
N (44.613, -0.692, 3.999)
O (44.297, -0.998, 2.650)
C (43.608, -2.902, 4.763)
C (46.113, -2.734, 4.499)
C (46.873, 0.431, 3.601)
H (43.718, 1.862, 3.835)
H (45.135, 2.266, 2.696)
H (45.098, 2.772, 4.319)
H (44.684, 1.406, 5.969)
H (46.363, 1.729, 5.896)
H (45.877, -0.022, 7.600)
H (46.950, -0.735, 6.413)
H (43.877, -0.895, 6.412)
H (44.995, -2.174, 6.977)
H (42.642, -2.479, 5.038)
H (43.860, -3.812, 5.307)
H (43.428, -3.359, 3.789)
H (46.249, -3.702, 4.982)
H (46.975, -2.108, 4.726)
H (46.126, -2.993, 3.440)
H (47.657, 0.081, 4.273)
H (47.142, 1.434, 3.271)
H (47.013, -0.120, 2.671)
C (43.738, -5.076, -0.997)
F (42.474, -5.570, -1.043)
F (44.607, -6.164, -0.748)
F (43.950, -4.391, -2.147)
S (44.076, -3.794, 0.445)
O (44.793, -4.391, 1.535)
O (44.689, -2.486, 0.060)
N (42.530, -2.935, 0.823)
S (41.724, -4.168, 1.559)
O (42.313, -5.456, 1.694)
O (41.136, -3.669, 2.832)
C (40.128, -4.371, 0.489)
F (40.507, -3.952, -0.722)
F (39.828, -5.581, 0.530)
F (39.109, -3.604, 0.891)
C (49.691, -5.786, 0.275)
C (48.357, -5.014, 0.421)
O (47.402, -5.039, -0.330)
C (48.227, -4.137, 1.671)
H (49.725, -6.634, -0.409)
H (49.986, -6.084, 1.282)
H (50.442, -5.052, -0.017)
H (49.112, -4.047, 2.301)
H (47.562, -4.609, 2.394)
H (47.773, -3.201, 1.347)
C (46.372, 1.987, -0.940)
C (46.343, 0.738, -0.075)
O (45.308, 0.180, 0.301)
C (47.723, 0.133, 0.246)
H (45.801, 2.818, -0.526)
H (46.008, 1.896, -1.964)
H (47.376, 2.308, -1.214)
H (48.244, -0.045, -0.694)
H (47.687, -0.859, 0.698)
H (48.193, 0.862, 0.906)
C (44.981, -6.977, 3.978)
C (46.391, -7.432, 4.201)
O (47.339, -6.944, 3.593)
C (46.620, -8.601, 5.218)
H (44.950, -5.897, 4.122)
H (44.281, -7.386, 4.706)
H (44.673, -7.191, 2.954)
H (47.413, -9.180, 4.744)
H (45.786, -9.272, 5.421)
H (46.995, -8.003, 6.049)
C (41.214, 0.030, 4.794)
C (40.727, -0.602, 3.482)
O (41.392, -0.672, 2.438)
C (39.302, -1.171, 3.570)
H (42.260, 0.336, 4.756)
H (41.055, -0.733, 5.556)
H (40.585, 0.915, 4.883)
H (39.183, -2.060, 2.951)
H (38.642, -0.472, 3.057)
H (39.091, -1.231, 4.638)
C (38.408, -7.945, 2.514)
C (37.924, -8.591, 1.197)
O (36.754, -8.275, 0.847)
C (38.806, -9.406, 0.305)
H (39.486, -8.011, 2.657)
H (37.861, -8.413, 3.333)
H (38.263, -6.865, 2.484)
H (39.723, -9.777, 0.762)
H (39.095, -8.811, -0.562)
H (38.276, -10.140, -0.301)
C (38.184, -0.387, 0.424)
C (39.488, -0.131, -0.356)
O (40.538, -0.550, 0.038)
C (39.328, 0.514, -1.669)
H (37.521, -1.111, -0.050)
H (37.631, 0.443, 0.865)
H (38.592, -0.984, 1.239)
H (39.691, 1.542, -1.677)
H (38.280, 0.549, -1.965)
H (39.792, -0.061, -2.470)
C (43.595, -8.860, -2.459)
C (44.270, -9.800, -1.492)
O (43.822, -10.855, -1.327)
C (45.510, -9.430, -0.726)
H (42.912, -8.138, -2.010)
H (42.955, -9.483, -3.084)
H (44.306, -8.228, -2.992)
H (46.311, -9.040, -1.355)
H (45.903, -10.233, -0.102)
H (45.365, -8.565, -0.078)